(1)
16
Properties=species:S:1:pos:R:3 method="wB97M-V/def2-TZVPD" charge=-1 homo_ev=-5.0 orbital_gap_ev=8.83 smiles="C[C@H]1O[C@@H]1[P@](C)(=O)[O-]" e_above_lowest_kj_mol=145.6 total_energy_ev=-19710.2452 multiplicity=1 max_force_ev_per_a=4.37
C -0.35926 1.99654 -1.85192
C -0.51580 0.66545 -1.17737
O 0.47950 -0.33306 -1.38619
C 0.13186 0.42921 0.06390
P -0.42976 -0.71736 1.32187
C 1.01780 -1.90598 1.60164
O -1.55031 -1.55925 0.77404
O -0.56415 0.14353 2.55430
H 0.56112 2.41646 -1.83383
H -1.06199 2.61642 -1.42529
H -0.71983 1.77531 -2.86927
H -1.50549 0.27101 -1.24194
H 1.05800 1.03596 0.27602
H 2.07861 -1.68869 1.89741
H 0.43298 -2.45089 2.49646
H 0.94674 -2.69468 0.80019

=====

(2)
87
Properties=species:S:1:pos:R:3 method="wB97M-V/def2-TZVPD" homo_ev=-5.8 orbital_gap_ev=2.24 total_energy_ev=-258668.2651 multiplicity=1 max_force_ev_per_a=8.60
C -1.98717 0.20773 -4.52574
C -1.78613 1.84003 -4.60590
O -2.81557 2.44005 -3.74173
C -2.25406 2.82538 -2.41791
C -2.42703 4.44834 -2.28680
O -1.76291 5.06631 -1.13298
N -0.48492 4.69020 -0.99768
C 0.49779 5.23592 -2.04803
C -0.15815 3.86461 0.03760
N 1.27952 3.33462 0.24345
C 2.29283 4.33548 0.74208
C 3.86993 3.84243 0.60201
C 4.89794 5.04278 0.14680
F 4.51238 6.39449 0.69681
Br 6.67725 4.61589 1.04977
C 5.18625 5.13183 -1.46392
F 4.58518 4.04785 -2.27409
F 6.67923 5.01694 -1.65028
Br 4.51250 6.88018 -2.27107
C 1.20581 1.98591 0.99337
C 1.82025 1.92226 2.51019
C 1.18108 0.77288 3.48872
C 1.77501 -0.75036 3.23294
S 0.53178 -1.88993 2.34935
C 1.30504 -3.61643 2.23070
S 2.76064 -3.89389 3.13259
N 0.77731 -4.75562 1.38828
C 0.44864 -4.29542 -0.02802
C 1.60101 -4.32337 -1.23838
C 1.25734 -3.87054 -2.78321
C -0.24731 -3.34369 -3.23705
C -1.38822 -3.26739 -2.06152
C -1.03920 -3.73230 -0.49530
C -0.50019 -5.35447 1.93334
C -1.38834 -4.79207 3.19275
C -2.82251 -5.47255 3.71689
C -3.33960 -6.80303 2.87706
C -2.46358 -7.42773 1.61853
C -1.06122 -6.71634 1.13987
P 2.01574 0.83750 -0.35857
O 3.38072 -0.03880 0.31224
Cl 0.66543 -0.68595 -0.98665
C -0.44700 1.73043 0.93700
N -0.86669 3.16657 1.14167
S -2.43720 3.56177 1.68139
O -3.62285 3.02581 0.78742
O -2.55206 5.09444 1.92261
F -2.68029 2.78143 3.22831
H -1.27766 -0.26372 -5.32894
H -3.10845 -0.00368 -4.86059
H -1.76147 -0.16079 -3.42533
H -2.02573 2.16743 -5.71869
H -0.68241 2.18766 -4.35666
H -1.16177 2.44184 -2.24300
H -2.93179 2.28075 -1.61627
H -3.59403 4.64947 -2.15038
H -2.11458 5.04685 -3.25407
H 1.33285 4.43603 -2.27340
H 1.07040 6.15523 -1.54613
H -0.02678 5.66925 -2.99886
H 2.24213 5.35318 0.11878
H 2.11538 4.68617 1.86992
H 4.01535 2.89228 -0.06431
H 4.19531 3.53515 1.70576
H 1.72490 2.94698 3.11522
H 2.99361 1.71103 2.47444
H -0.00930 0.80279 3.55832
H 1.53921 1.05717 4.59259
H 1.89550 -1.23129 4.31913
H 2.84480 -0.77436 2.75670
H 2.68770 -4.68109 -0.98805
H 2.06895 -3.92301 -3.64384
H -0.50629 -3.04589 -4.36256
H -2.46412 -2.88423 -2.33982
H -1.92381 -3.63189 0.26478
H -1.03293 -3.84923 3.79552
H -3.42558 -4.98136 4.61663
H -4.35066 -7.30048 3.20746
H -2.78728 -8.40408 1.01434
H -0.45792 -7.17667 0.22489
H 3.94416 0.54141 0.90243
H -0.90163 0.86968 1.57699
H -0.91584 1.50677 -0.13774
N -5.59868 -9.43388 1.11644
O -4.75103 -9.37347 0.21040
O -6.72492 -9.90281 0.88304
O -5.31999 -9.02537 2.25596